# 1
Entry from the Open Molecules 2025 dataset: a structure of composition C24H26ClIrN3 (wB97M-V/def2-TZVPD).

```
! wB97M-V def2-TZVPD RIJCOSX def2/J DEFGRID3
* xyz 2 6
C 0.142 0.659 -6.366
C 1.534 1.159 -6.218
C -0.079 -0.740 -6.820
C -0.956 1.648 -6.528
Cl -0.265 0.155 -3.595
H 0.034 -0.649 -7.885
H -1.077 -1.128 -6.587
H 0.651 -1.453 -6.428
H 1.799 1.395 -7.229
H 2.239 0.417 -5.823
H 1.625 2.058 -5.599
H -0.877 1.885 -7.574
H -0.833 2.554 -5.932
H -1.953 1.245 -6.317
C 1.848 -0.930 0.068
C 1.396 -1.901 -0.860
C 1.406 -1.309 -2.150
H 1.154 -2.930 -0.647
C 1.795 0.105 -1.989
C 2.015 0.323 -0.586
H 2.292 1.250 -0.133
H 2.067 -1.113 1.108
H 1.218 -1.823 -3.095
H 1.985 0.824 -2.764
C -1.569 1.288 -0.271
C -2.001 0.066 0.294
C -2.251 -0.872 -0.725
H -2.162 -0.121 1.357
C -2.086 -0.208 -1.977
C -1.637 1.154 -1.681
H -1.474 1.949 -2.410
H -1.251 2.185 0.274
H -2.567 -1.907 -0.599
H -2.313 -0.633 -2.952
Ir -0.133 -0.198 -1.343
N -0.295 2.118 10.221
C -0.207 1.626 9.154
C -0.104 1.010 7.859
C -0.737 1.594 6.756
C -0.656 1.007 5.492
C 0.090 -0.187 5.335
C 0.746 -0.764 6.437
C 0.664 -0.152 7.685
N 0.096 -0.823 4.117
C 0.534 -2.132 3.824
C 0.244 -2.391 2.506
N -0.355 -1.273 1.967
C -0.400 -0.348 2.908
H -1.329 2.509 6.892
H -1.160 1.448 4.629
H 1.333 -1.676 6.298
H 1.165 -0.589 8.550
H 1.002 -2.765 4.576
H 0.430 -3.282 1.926
H -0.776 0.667 2.849
*
```

## Properties
**Max |F|**: 6.37 eV Å⁻¹
**HOMO energy (alpha / beta)**: -11.0 / -13.9 eV
**Total energy**: -1657.958927 hartree
**LUMO energy (alpha / beta)**: -6.611 / -10.311 eV



# 2
Entry from the Open Molecules 2025 dataset: a structure of composition C4H12N2O2 (wB97M-V/def2-TZVPD).

```
! wB97M-V def2-TZVPD RIJCOSX def2/J DEFGRID3
* xyz 0 1
C 1.499 -0.238 -0.768
C 0.001 0.523 -1.594
C 1.521 -1.711 -0.485
H 2.164 0.017 -1.590
H 1.766 0.410 0.059
H 0.954 -1.979 0.398
H 0.475 1.476 -1.799
H -1.048 0.733 -1.413
H -0.026 -0.095 -2.489
H 2.549 -2.034 -0.302
H 1.118 -2.279 -1.323
C -0.753 0.927 1.289
N -1.859 1.698 1.071
O -0.732 -0.253 0.540
O -2.140 -0.985 1.140
N 0.227 1.294 1.999
H -2.074 -1.783 0.604
H -1.929 2.483 1.698
H -2.710 1.158 0.991
H 0.999 0.639 1.975
*
```

## Properties
**Max |F|**: 4.73 eV Å⁻¹
**HOMO energy (alpha / beta)**: -9.6 / -9.6 eV
**Total energy**: -419.400412 hartree
**LUMO energy (alpha / beta)**: -0.853 / -0.853 eV



# 3
Entry from the Open Molecules 2025 dataset: a structure of composition C4H12N2 (wB97M-V/def2-TZVPD).

```
! wB97M-V def2-TZVPD RIJCOSX def2/J DEFGRID3
* xyz 0 1
N 1.390 -2.467 -1.614
C 0.540 1.963 2.019
C 0.225 0.736 1.207
C -1.010 0.829 0.377
C -1.226 -0.422 -0.468
N -1.307 -0.438 -1.855
H 0.439 -2.055 -1.998
H 1.477 -3.437 -1.868
H -0.369 2.144 2.673
H 0.531 2.860 1.399
H 1.449 1.872 2.661
H 0.491 0.755 0.162
H 0.281 -0.340 1.767
H -1.926 1.185 0.841
H -1.375 -1.402 0.072
H -0.237 -0.370 -1.106
H -1.523 0.520 -2.233
H 2.150 -1.932 -2.036
*
```

## Properties
**Max |F|**: 4.51 eV Å⁻¹
**HOMO energy**: -6.8 eV
**Total energy**: -268.806842 hartree
**LUMO energy**: -0.824 eV



# 4
Entry from the Open Molecules 2025 dataset: a cluster of 2 separate species, C4H5NO2 in total (wB97M-V/def2-TZVPD).

```
! wB97M-V def2-TZVPD RIJCOSX def2/J DEFGRID3
* xyz 0 1
O -1.143 2.138 -0.894
C -1.310 1.315 -0.089
C -1.561 0.344 0.768
C 0.263 -1.307 -0.633
N 1.259 -1.067 0.115
C 1.890 0.174 0.103
O 1.328 1.232 0.287
H -0.812 0.077 1.501
H -2.526 -0.145 0.743
H -0.055 -0.657 -1.455
H -0.316 -2.216 -0.465
H 2.985 0.111 0.021
*
```

## Properties
**Max |F|**: 0.97 eV Å⁻¹
**SMILES string**: C=NC=O.C=C=O
**HOMO energy**: -9.1 eV
**Total energy**: -360.580363 hartree
**LUMO energy**: 0.393 eV



# 5
Entry from the Open Molecules 2025 dataset: the ion CHF2O3S with charge -1 (wB97M-V/def2-TZVPD).

```
! wB97M-V def2-TZVPD RIJCOSX def2/J DEFGRID3
* xyz -1 1
C -0.996 0.256 -0.056
O 2.174 -0.021 -1.023
O 1.006 -1.436 0.518
O 0.259 1.080 0.476
F -1.950 0.329 0.966
F -1.618 0.839 -1.097
S 1.756 -0.200 0.344
H -0.633 -0.848 -0.128
*
```

## Properties
**Max |F|**: 5.14 eV Å⁻¹
**HOMO energy**: -4.8 eV
**Total energy**: -862.389734 hartree
**LUMO energy**: 3.944 eV



# 6
Entry from the Open Molecules 2025 dataset: the molecule C5H10N2S (wB97M-V/def2-TZVPD).

```
! wB97M-V def2-TZVPD RIJCOSX def2/J DEFGRID3
* xyz 0 1
C 0.812 -0.482 0.355
C -0.442 0.130 0.975
C -1.606 -0.509 0.157
C 0.684 0.132 -1.042
C 0.506 1.605 -0.634
H 0.151 -2.367 -0.093
H 1.734 -2.283 0.191
H 1.700 -0.083 0.897
H -0.671 -0.030 2.037
H -2.589 -0.035 0.122
H -1.771 -1.539 0.494
H 1.495 -0.130 -1.756
H -0.133 2.150 -1.395
H 1.487 2.077 -0.494
H -1.019 2.144 0.671
N 0.833 -1.935 0.498
N -0.222 1.561 0.649
S -0.949 -0.406 -1.633
*
```

## Properties
**Max |F|**: 1.83 eV Å⁻¹
**SMILES string**: N[C@@H]1[C@@H]2CS[C@H]1CN2
**HOMO energy**: -8.4 eV
**Total energy**: -704.200265 hartree
**LUMO energy**: 0.881 eV



# 7
Entry from the Open Molecules 2025 dataset: a cluster of 2 separate species, C4H11N2O in total (wB97M-V/def2-TZVPD).

```
! wB97M-V def2-TZVPD RIJCOSX def2/J DEFGRID3
* xyz 1 1
O 1.741 0.049 -0.390
C 0.679 0.434 -0.772
C -0.468 0.649 0.141
C -1.736 1.026 -0.301
C -2.915 -0.178 -0.442
N -3.246 -0.830 0.732
N 5.215 -0.821 0.575
H 0.481 0.651 -1.831
H -0.313 0.767 1.212
H -2.224 1.731 0.371
H -1.673 1.486 -1.302
H -3.784 0.237 -0.934
H -2.425 -0.864 -1.129
H -2.467 -1.242 1.215
H -3.897 -0.387 1.365
H 5.866 -0.122 0.882
H 5.289 -1.599 1.211
H 4.281 -0.456 0.611
*
```

## Properties
**Max |F|**: 2.04 eV Å⁻¹
**HOMO energy**: -11.9 eV
**Total energy**: -343.372532 hartree
**LUMO energy**: -7.935 eV



# 8
Entry from the Open Molecules 2025 dataset: the molecule C4H7NO2 (wB97M-V/def2-TZVPD).

```
! wB97M-V def2-TZVPD RIJCOSX def2/J DEFGRID3
* xyz 0 1
C -0.097 0.859 1.340
C -0.346 0.722 -0.156
C 0.874 0.089 -0.887
N 0.656 -1.336 -1.106
C 0.043 -2.059 -0.336
O -0.509 -2.848 0.327
O -1.484 -0.093 -0.375
H 0.247 -0.085 1.780
H -1.007 1.165 1.863
H 0.674 1.619 1.516
H -0.552 1.715 -0.578
H 1.787 0.204 -0.294
H 1.050 0.565 -1.856
H -1.335 -0.517 -1.235
*
```

## Properties
**Max |F|**: 0.77 eV Å⁻¹
**SMILES string**: C[C@H](O)CN=C=O
**HOMO energy**: -10.4 eV
**Total energy**: -361.839546 hartree
**LUMO energy**: 0.755 eV



For reference, ΔE to the lowest compared entry with this formula, charge and spin by record: 95.1; 651.3; 812.6; 233.8; 102.3; 61.8; 503.1; 108.5 kJ/mol.